Record 1
Computed, not measured: one molecule with the formula C11H20FNO3 in a non-equilibrium geometry, with ωB97M-V/def2-TZVPD.

**LUMO**: 0.51 eV
**E_tot**: -22075.1664 eV
**HOMO-LUMO gap**: 10.32 eV
**SMILES**: CCC[C@]1(CCN)OC(=O)O[C@@]1(C)CCF

Cartesian coordinates (Å):
C -2.92781 -0.87955 1.42893
C -1.77133 -1.55450 0.47703
C -1.56769 -0.83402 -0.98115
C -0.36533 0.27757 -1.04832
C -1.03966 1.67593 -0.53031
C -0.01249 2.73030 0.18765
N -0.26442 2.62222 1.69913
O -0.25690 0.51804 -2.52433
C 1.09609 1.04203 -2.77979
O 1.53238 1.74100 -3.86224
O 1.95545 0.65578 -1.61205
C 1.16566 -0.12230 -0.63031
C 1.36450 -1.67093 -1.20640
C 1.62182 -0.15114 0.94343
C 2.73905 -1.28878 1.32533
F 2.14487 -2.61188 1.71966
H -3.78465 -1.67758 1.65719
H -2.46484 -0.58645 2.48748
H -3.47202 0.04722 0.96469
H -2.13634 -2.66766 0.24753
H -0.79811 -1.66635 1.11885
H -1.41133 -1.70097 -1.77469
H -2.56407 -0.28664 -1.27631
H -1.98151 1.39065 0.11233
H -1.46717 2.22155 -1.50084
H 1.11359 2.61695 -0.10872
H -0.37319 3.81921 -0.12983
H 0.66700 2.55520 2.20309
H -0.68632 1.65715 1.85180
H 0.83962 -2.45597 -0.47688
H 2.51304 -1.94109 -1.38710
H 0.84357 -1.83402 -2.26070
H 0.74173 -0.24188 1.71121
H 2.13087 0.90658 1.16009
H 3.56880 -1.40889 0.49869
H 3.30711 -0.89677 2.29584


Record 2
Computed, not measured: one molecule with the formula C11H20INOSi in a non-equilibrium geometry, with ωB97M-V/def2-TZVPD.

**LUMO**: 0.23 eV
**E_tot**: -31245.1726 eV
**HOMO-LUMO gap**: 9.64 eV
**SMILES**: C#C[Si@@](CCCC)(CCCN)CC(=O)I

Cartesian coordinates (Å):
C 3.10667 3.00167 0.11401
C 2.35389 2.03542 0.03733
Si 1.44896 0.37302 -0.20011
C -0.36780 0.55419 0.32655
C -0.58674 0.89415 1.87161
C -2.14318 0.58744 2.19067
C -2.97978 1.88292 2.55529
C 1.51078 -0.04456 -2.07276
C 0.60364 -1.29615 -2.47608
C -0.87424 -0.90004 -2.90735
N -1.57842 -2.18768 -3.23864
C 2.44119 -0.95083 0.76230
C 1.57063 -1.93620 1.61698
O 0.70639 -2.63320 1.15179
I 2.04366 -2.02886 3.76682
H 3.81882 3.82366 -0.15765
H -0.93904 -0.37170 0.03655
H -0.77960 1.44720 -0.25387
H -0.00594 0.17093 2.51747
H -0.36696 1.96542 2.13776
H -2.20745 -0.14752 3.04922
H -2.64409 0.07154 1.31169
H -3.90682 1.52180 3.11380
H -2.45469 2.58369 3.26866
H -3.38927 2.43191 1.64727
H 2.59320 -0.34468 -2.27902
H 1.31126 0.86587 -2.71315
H 1.07876 -1.75980 -3.39460
H 0.62104 -2.08148 -1.66621
H -1.43513 -0.36956 -2.06786
H -0.86824 -0.22305 -3.82016
H -2.58978 -2.08978 -3.10576
H -1.29896 -2.88993 -2.53557
H 3.02223 -1.55034 -0.01201
H 3.18500 -0.40547 1.42501


Record 3
Computed, not measured: an isolated ion of composition C11H20N3 and charge +1 in a non-equilibrium geometry, with ωB97M-V/def2-TZVPD.

**Net charge**: +1
**LUMO**: -4.78 eV
**E_tot**: -16188.9882 eV
**HOMO-LUMO gap**: 7.27 eV
**ΔE to the lowest compared entry with this formula, charge and spin**: 606.4 kJ/mol

Cartesian coordinates (Å):
C -0.15847 -2.34127 0.05704
C -0.19185 0.78465 1.15084
C -0.93134 -0.15779 0.60012
C 1.32003 -0.82340 -1.08903
C 0.51168 2.17047 2.95097
C 2.01555 1.87523 0.87979
C -1.77006 0.90155 -1.57905
C -3.36538 -0.50220 0.15264
C 1.62582 -3.19641 -1.49823
C 0.60996 1.92515 1.43713
C -2.28015 0.53941 -0.15583
N -0.94482 -1.48471 0.53709
N 0.90487 -2.11545 -0.87290
N 2.32215 -0.69776 -2.00245
H -0.33854 -3.39755 0.25791
H -0.57847 2.24730 3.29185
H 0.83919 3.15629 3.34761
H 0.95006 1.33815 3.56493
H 2.37748 2.71621 1.32016
H 2.18941 2.17603 -0.16027
H 2.44646 0.95542 1.18167
H -2.33932 1.71667 -1.96463
H -1.97798 0.08134 -2.29451
H -0.80803 1.38091 -1.50725
H -2.96931 -1.10382 0.92191
H -3.70376 -1.02595 -0.71581
H -4.27198 0.05699 0.60043
H 1.61528 -3.23887 -2.53513
H 2.69911 -3.14694 -1.27128
H 1.28873 -4.16419 -1.12246
H -0.02833 2.83095 0.93525
H -2.43521 1.51758 0.20637
H 2.62511 0.25888 -1.93187
H 2.75212 -1.23285 -2.69300


Record 4
Computed, not measured: an isolated ion of composition C11H20NO2S and charge +1 in a non-equilibrium geometry, with ωB97M-V/def2-TZVPD.

**Net charge**: +1
**LUMO**: -3.76 eV
**E_tot**: -28146.1571 eV
**HOMO-LUMO gap**: 9.74 eV
**ΔE to the lowest compared entry with this formula, charge and spin**: 0.0 kJ/mol

Cartesian coordinates (Å):
C 0.60728 -4.09166 1.34801
C 0.45532 -3.12808 0.21230
O 1.36539 -2.65189 -0.42172
O -0.83351 -2.79816 -0.01523
C -1.02025 -1.52004 -0.62999
C -2.33351 -0.87924 -0.22010
C -2.19645 0.61735 -0.53080
C -1.64676 1.40506 0.66328
C -1.21301 2.84726 0.31664
C 0.29844 3.14597 0.47263
C 1.22911 2.05125 0.06523
N 1.08361 1.30536 -0.98619
C 2.18595 0.38666 -1.28698
C 2.89645 0.12644 0.02938
S 2.61588 1.67188 0.98192
H -0.27835 -4.71117 1.45528
H 1.48343 -4.71097 1.17618
H 0.75561 -3.53015 2.27146
H -0.20861 -0.86980 -0.29620
H -0.95421 -1.61564 -1.71606
H -2.50912 -1.05527 0.84120
H -3.15835 -1.29338 -0.79701
H -1.55144 0.75121 -1.40718
H -3.16168 1.04040 -0.81061
H -0.82600 0.85568 1.13669
H -2.45071 1.45117 1.39713
H -1.71580 3.52738 1.00128
H -1.55841 3.12143 -0.68203
H 0.53320 3.42937 1.49657
H 0.56660 4.00044 -0.15795
H 0.26568 1.36871 -1.57676
H 2.88202 0.92839 -1.93757
H 1.89277 -0.49378 -1.85190
H 3.96638 0.04568 -0.13404
H 2.53303 -0.72789 0.59310


Record 5
Computed, not measured: C11H21AsI2NO2 as an isolated structure, with ωB97M-V/def2-TZVPD.

**Net charge**: -1
**LUMO**: 2.50 eV
**E_tot**: -94371.3108 eV
**HOMO-LUMO gap**: 7.22 eV

Cartesian coordinates (Å):
C -1.31955 3.61063 3.09209
C -0.77154 2.21682 2.78617
C -1.76840 1.32406 2.04861
C -1.16578 0.00364 1.60439
As 0.00484 0.18587 -0.02604
C -0.02218 -1.80215 -0.37047
C 1.27948 -2.45999 -0.79336
C 2.37832 -2.38391 0.26073
O 1.03627 -3.83164 -1.17173
N -1.79441 0.36264 -1.13104
C -2.06602 1.39479 -1.66594
O -2.36124 2.41732 -2.19140
C 1.15829 0.58452 -1.77781
I 2.65714 1.95418 -1.22859
C 1.00941 0.19050 -3.03207
C -0.01920 -0.81083 -3.52025
I 2.23632 0.84048 -4.64339
H -0.91783 4.01682 4.02262
H -2.40933 3.58753 3.18873
H -1.08359 4.31311 2.29046
H 0.14063 2.30120 2.18772
H -0.47892 1.71356 3.71544
H -2.62725 1.15295 2.71170
H -2.15877 1.85914 1.17250
H -0.54004 -0.41064 2.40628
H -1.94696 -0.72363 1.37366
H -0.01493 1.74358 0.06349
H 1.33534 0.10680 0.77453
H -0.81325 -2.03423 -1.08163
H -0.31354 -2.21913 0.60268
H 1.65688 -2.00370 -1.70828
H 2.95186 -1.46089 0.16940
H 3.06588 -3.22375 0.13327
H 1.95977 -2.40982 1.27179
H 0.89216 -4.32594 -0.35800
H 0.18949 -1.79955 -3.10505
H -1.01041 -0.51658 -3.17865
H -0.02159 -0.89883 -4.60120


Record 6
Computed, not measured: a 3-piece molecular cluster, C11H21B3O9 overall in a non-equilibrium geometry, with ωB97M-V/def2-TZVPD.

**LUMO**: 0.57 eV
**E_tot**: -32211.2309 eV
**HOMO-LUMO gap**: 11.45 eV
**SMILES**: CC(C)CCB1OBOBO1.O=C1OCCO1.O=C1OCCO1

Cartesian coordinates (Å):
C 4.50630 -2.39143 -3.12174
C 3.41291 -1.31575 -3.11140
C 3.97921 -0.04086 -2.50106
C 2.20433 -1.83752 -2.33882
C 1.03750 -0.82471 -2.19902
B -0.32835 -1.40745 -2.64945
O -0.60855 -1.63119 -3.99963
B -1.73008 -0.93794 -4.38993
O -2.80337 -0.86862 -3.51598
B -2.49256 -0.90950 -2.17557
O -1.39402 -1.64980 -1.78043
H 4.64554 -2.78992 -2.11757
H 5.44978 -1.97026 -3.46200
H 4.24167 -3.21154 -3.78659
H 3.13212 -1.13820 -4.15215
H 3.24172 0.75602 -2.41961
H 4.78484 0.33970 -3.12475
H 4.35070 -0.23684 -1.49535
H 1.86297 -2.76512 -2.80044
H 2.56261 -2.10290 -1.34324
H 1.23891 0.04118 -2.83308
H 0.98755 -0.45962 -1.17525
H -1.77175 -0.35770 -5.42427
H -3.09689 -0.27090 -1.37778
C -1.85360 -0.66899 2.36324
C -1.31242 0.05190 1.14453
O -0.29450 0.88668 1.72426
C 0.09392 0.34399 2.89554
O 1.01599 0.72223 3.54561
O -0.71904 -0.67718 3.24293
H -2.18361 -1.68440 2.15950
H -2.65020 -0.11181 2.84543
H -0.85014 -0.62502 0.42792
H -2.05409 0.66760 0.64579
C -2.30998 2.22522 5.26323
C -2.77901 3.66908 5.25503
O -2.80367 3.97303 3.85410
C -2.92979 2.82142 3.16606
O -3.14334 2.73528 2.00142
O -2.78362 1.75609 3.99207
H -2.73817 1.62798 6.06269
H -1.22297 2.13540 5.28294
H -3.78812 3.78323 5.65345
H -2.10672 4.34911 5.76937